Record 1
Below is a molecular structure, C33H37N7OsP, with properties calculated with the ωB97M-V functional and the def2-TZVPD basis.

Calculated values
multiplicity	1
charge	+3
electronic energy	-56984.959	eV
lowest unoccupied orbital energy (spin up / spin down)	-10.82 / -10.81	eV

Each line ends with the Mulliken charge.
Positions of all 79 atoms, in Å:
Os: 0.0542 -0.3508 -0.1308  0.272
C: 4.8606 -3.0132 0.1539  -0.682
C: 5.0084 -1.8639 0.9269  -1.041
C: 3.9066 -1.1015 1.2573  -0.420
C: 2.6243 -1.5061 0.8395  0.206
C: 2.4974 -2.6329 0.0121  0.394
C: 3.6060 -3.3827 -0.3230  -1.352
N: 1.4507 -0.7999 1.1679  0.686
C: 1.4378 -0.0525 2.3686  -0.084
C: 2.2091 -0.3131 3.5010  -0.149
C: 2.1253 0.5558 4.5800  -0.925
C: 1.2771 1.6633 4.5521  -0.830
C: 0.4512 1.8932 3.4593  -0.040
C: 0.5349 1.0148 2.3984  0.041
N: -0.2148 1.0960 1.1955  1.846
N: -0.9002 2.1282 0.9579  -1.226
C: -1.5143 2.0494 -0.2856  0.340
C: -2.2476 3.1374 -0.7359  -0.600
C: -2.7949 3.0883 -2.0020  -0.458
C: -2.6093 1.9392 -2.7656  -0.867
C: -1.8750 0.8882 -2.2586  -0.031
N: -1.3193 0.9186 -1.0295  0.066
H: 5.7260 -3.6200 -0.0790  0.485
H: 5.9917 -1.5553 1.2552  0.475
H: 4.0414 -0.1671 1.7833  0.671
H: 1.5108 -2.9355 -0.3130  0.277
H: 3.4995 -4.2653 -0.9399  0.529
H: 2.8227 -1.2004 3.5620  0.656
H: 2.7200 0.3610 5.4625  0.491
H: 1.2432 2.3356 5.3990  0.478
H: -0.2417 2.7231 3.4308  0.588
H: -2.3447 4.0011 -0.0928  0.580
H: -3.3454 3.9317 -2.3968  0.466
H: -3.0318 1.8567 -3.7576  0.483
H: -1.7225 -0.0111 -2.8364  0.396
N: 1.3524 -1.8979 -2.8900  0.291
C: 2.0260 -0.7488 -2.5130  0.626
C: 3.1769 -0.4395 -3.2508  -1.304
C: 3.9268 0.6600 -2.9304  -0.549
C: 3.5173 1.4641 -1.8630  -1.004
C: 2.3831 1.1133 -1.1935  -0.141
N: 1.6243 0.0128 -1.4920  0.429
C: 0.0812 -2.3362 -2.6065  0.574
C: -0.4863 -3.2600 -3.4973  -1.024
C: -1.7860 -3.6532 -3.3285  -0.767
C: -2.5187 -3.1029 -2.2718  -1.200
C: -1.8875 -2.2381 -1.4282  -1.188
N: -0.5807 -1.8715 -1.5376  0.713
H: 1.7808 -2.3729 -3.6690  0.288
H: 3.4570 -1.0779 -4.0790  0.549
H: 4.8156 0.8999 -3.4993  0.485
H: 4.0698 2.3448 -1.5690  0.541
H: 2.0188 1.7191 -0.3759  0.348
H: 0.1011 -3.6244 -4.3303  0.553
H: -2.2432 -4.3470 -4.0220  0.475
H: -3.5611 -3.3458 -2.1194  0.572
H: -2.4132 -1.7733 -0.6213  1.190
C: -2.4011 0.0591 3.6059  -1.451
C: -1.4192 -1.1079 3.4569  -0.709
P: -1.3877 -1.8143 1.7768  1.083
C: -3.1354 -2.3305 1.5324  -0.718
C: -3.6515 -3.3633 2.5413  -1.433
C: -0.4158 -3.3627 1.8780  -0.305
C: -0.3963 -4.0814 3.2338  -1.487
H: -2.3701 0.4373 4.6268  0.424
H: -3.4271 -0.2508 3.4119  0.393
H: -2.1691 0.8879 2.9370  0.182
H: -1.7012 -1.9235 4.1243  0.838
H: -0.4096 -0.8138 3.7327  0.202
H: -3.2414 -2.7476 0.5390  0.495
H: -3.7396 -1.4207 1.5734  0.542
H: -3.1703 -4.3300 2.4072  0.349
H: -4.7181 -3.5086 2.3730  0.460
H: -3.5284 -3.0428 3.5751  0.367
H: 0.6098 -3.1193 1.6139  -0.019
H: -0.8018 -4.0169 1.0895  0.502
H: 0.0727 -3.4672 4.0024  0.323
H: 0.1984 -4.9896 3.1382  0.472
H: -1.3835 -4.3715 3.5811  0.312

Cartesian forces, eV/Å:
Os -2.165 -3.095 3.030
C -0.042 -0.055 -0.005
C -0.024 0.069 -0.040
C -0.007 0.056 -0.054
C 0.073 0.163 0.013
C -0.082 -0.037 0.100
C 0.079 0.014 -0.038
N 0.645 0.254 -1.110
C 0.022 -0.225 0.022
C -0.079 -0.052 0.114
C -0.057 -0.081 -0.037
C -0.082 -0.010 -0.017
C -0.081 -0.041 0.151
C 0.009 0.167 -0.438
N 1.372 0.858 -0.546
N -0.531 -0.318 -0.163
C 0.142 0.025 0.278
C -0.081 0.085 -0.061
C 0.028 0.045 0.054
C -0.052 -0.065 -0.002
C 0.055 0.031 0.022
N 0.452 0.565 -0.496
H -0.002 0.022 -0.019
H -0.003 0.006 -0.012
H -0.003 -0.026 0.072
H -0.006 -0.050 0.050
H -0.009 -0.010 0.043
H 0.066 0.037 -0.024
H 0.004 0.006 -0.006
H 0.017 0.007 -0.013
H 0.030 0.011 0.003
H -0.019 -0.019 0.005
H -0.031 -0.024 0.014
H 0.003 -0.003 0.009
H 0.052 0.020 -0.023
N 0.075 0.042 0.218
C 0.063 -0.066 -0.029
C 0.002 -0.040 -0.014
C 0.036 0.028 0.025
C 0.058 -0.020 -0.017
C -0.148 -0.038 -0.088
N 0.132 1.082 -0.048
C -0.010 0.111 -0.095
C 0.047 -0.010 0.041
C -0.060 -0.038 -0.009
C -0.025 -0.064 -0.021
C 0.098 -0.042 -0.119
N 0.210 0.059 -0.469
H 0.026 -0.007 -0.031
H 0.006 -0.001 0.013
H -0.017 0.003 0.001
H -0.021 0.006 -0.010
H -0.010 -0.002 0.020
H 0.003 0.013 0.012
H 0.009 -0.008 0.021
H 0.011 0.014 0.003
H -0.065 0.182 -0.095
C 0.014 -0.077 0.034
C -0.171 0.201 -0.060
P 0.215 0.491 -0.475
C 0.003 0.080 0.155
C -0.041 0.080 0.027
C 0.005 -0.055 0.095
C 0.026 -0.010 -0.038
H 0.014 0.003 -0.001
H 0.003 0.003 0.034
H -0.052 -0.008 0.003
H 0.027 -0.023 -0.007
H -0.024 -0.078 0.147
H -0.127 -0.122 0.026
H 0.001 -0.005 -0.086
H 0.006 0.014 0.009
H 0.002 0.015 -0.002
H -0.008 -0.022 -0.008
H -0.009 -0.030 -0.048
H 0.016 -0.008 0.002
H -0.008 0.005 -0.007
H -0.011 -0.001 0.001
H 0.007 0.015 0.016


Record 2
Below is a molecular structure, C33H38Br4HoN5O2SSb, with properties calculated with the ωB97M-V functional and the def2-TZVPD basis.

Calculated values
multiplicity	5
charge	+1
electronic energy	-369721.829	eV
lowest unoccupied orbital energy (spin up / spin down)	-3.37 / -3.36	eV

Each line ends with the Mulliken charge.
Positions of all 85 atoms, in Å:
Ho: 11.1401 13.5150 11.8509  0.702
C: 11.3889 17.4342 9.2819  -1.011
C: 12.5837 18.0100 9.5186  -0.891
C: 13.4840 17.3396 10.3201  -0.916
C: 13.0308 16.2154 10.9505  0.337
N: 11.7903 15.6541 10.7584  0.606
C: 11.0049 16.2577 9.8902  -0.591
C: 13.7930 15.5352 11.9743  0.780
C: 15.0866 15.8427 12.2301  -0.673
C: 15.7055 15.2295 13.3810  -0.979
C: 14.9713 14.3687 14.1863  -1.138
C: 13.6204 14.3059 13.9723  0.696
N: 13.0740 14.8614 12.8764  0.373
C: 12.6206 13.6096 14.8771  0.784
C: 13.0000 13.3937 16.2153  -0.993
C: 12.0881 12.7647 17.0662  -0.693
C: 10.8146 12.4463 16.5932  -1.306
C: 10.5822 12.6706 15.2284  0.112
N: 11.4101 13.2957 14.3771  1.323
H: 10.6295 17.8924 8.6212  0.424
H: 12.8248 18.9587 9.0726  0.465
H: 14.4274 17.7536 10.5507  0.429
H: 9.9839 15.7942 9.7898  1.094
H: 15.7384 16.4200 11.5461  0.373
H: 16.7604 15.4789 13.4510  0.421
H: 15.3901 13.8650 15.0098  0.614
H: 14.0138 13.5711 16.4893  0.465
H: 12.3763 12.5211 18.0927  0.441
H: 10.0839 11.8612 17.1521  0.501
H: 9.6726 12.3730 14.7256  -0.093
Br: 12.6331 6.6398 13.1280  -0.118
C: 11.7190 8.2854 12.9358  -0.493
C: 10.3411 8.3692 12.9157  0.672
Br: 9.3266 6.7237 13.0387  -0.160
C: 9.6751 9.5334 12.6702  -0.648
Br: 7.7807 9.5933 12.6530  -0.039
C: 10.4397 10.6692 12.3373  0.754
O: 9.8075 11.8568 11.9612  -0.627
C: 11.8529 10.6927 12.4144  -0.018
O: 12.5144 11.8156 12.2649  -0.612
C: 12.4633 9.5251 12.7982  0.425
Br: 14.3666 9.4977 12.9354  -0.149
C: 7.1248 13.6252 14.7017  -1.873
C: 6.6891 14.4405 13.4908  0.300
C: 6.0260 13.4724 12.5066  -1.292
Sb: 8.5071 15.2611 12.7807  0.785
C: 7.8361 16.6613 11.2415  0.950
C: 7.2856 17.9380 11.7887  -1.598
C: 6.8554 15.9590 10.3209  -1.772
C: 9.1804 16.7940 14.1038  0.219
C: 8.0748 17.1789 15.1507  -1.406
C: 10.4047 16.3404 14.8324  -1.271
H: 6.3195 13.0007 15.0563  0.540
H: 7.3843 14.1464 15.6115  0.270
H: 7.9378 12.9563 14.4149  0.352
H: 6.0535 15.2763 13.8774  0.467
H: 6.7677 12.6450 12.4133  0.103
H: 5.7576 13.9137 11.5573  0.318
H: 5.1684 13.0493 12.9932  0.452
H: 8.7400 16.9096 10.6239  -0.336
H: 6.3957 17.7787 12.3804  0.356
H: 7.0570 18.6552 10.9495  0.353
H: 7.9049 18.4840 12.4631  0.438
H: 5.9325 15.8022 10.8326  0.438
H: 7.2379 14.9234 10.0430  0.309
H: 6.7586 16.5649 9.4085  0.439
H: 9.4880 17.5907 13.3825  0.523
H: 7.1947 17.6054 14.6373  0.257
H: 8.5744 17.9469 15.7456  0.555
H: 7.8433 16.2754 15.7092  0.236
H: 10.2475 15.4517 15.4614  0.252
H: 10.7290 17.0663 15.5893  0.552
H: 11.1798 16.0355 14.0659  0.077
S: 11.5622 12.9491 9.0242  -0.481
C: 11.1943 11.2908 9.0452  -0.018
N: 12.0290 10.3001 9.3553  0.132
C: 11.3691 8.9911 9.1700  -0.505
C: 9.8499 9.3412 9.1590  0.086
N: 10.0068 10.7222 8.6105  -0.219
H: 12.8947 10.4189 9.8854  0.258
H: 11.5792 8.2494 9.9602  0.266
H: 11.6637 8.5473 8.1782  0.333
H: 9.5017 9.4817 10.2136  -0.215
H: 9.1475 8.8396 8.5114  0.447
H: 9.1819 11.2384 8.5404  0.285

Cartesian forces, eV/Å:
Ho 0.729 -0.475 0.220
C -2.864 0.292 -1.473
C 0.915 0.420 -0.340
C -0.842 0.067 0.178
C -1.397 -1.401 -0.369
N 1.151 0.796 -0.190
C -1.018 -0.773 0.396
C -0.133 0.609 1.472
C 2.823 -0.928 1.308
C -0.599 0.725 -2.206
C 0.673 1.340 -0.237
C -1.885 -0.327 -1.229
N -0.569 -1.129 0.297
C 1.010 0.620 0.470
C -1.299 -0.891 -1.143
C -0.105 0.199 0.325
C 0.648 -0.451 -1.107
C -0.381 0.358 -0.315
N 0.892 -0.198 1.020
H 0.689 -0.083 0.397
H 0.137 0.155 -0.114
H 0.815 0.291 0.136
H 1.303 0.600 -0.400
H -0.685 -0.334 0.579
H -0.103 -0.498 0.639
H 0.670 -0.452 0.744
H 0.342 0.295 0.451
H -0.127 0.131 -0.352
H 0.243 0.408 0.026
H -0.132 -0.251 0.385
Br -0.163 0.352 0.024
C 1.070 1.653 0.091
C 0.062 -2.714 0.149
Br 0.361 0.572 0.069
C 0.265 1.825 -0.613
Br 0.364 0.413 -0.068
C -2.359 1.552 -0.265
O 0.961 -1.689 0.658
C -0.215 -0.008 0.931
O -0.426 0.740 -0.796
C 0.126 -2.721 -0.109
Br -0.452 0.201 -0.048
C -0.099 -0.624 0.226
C -0.494 0.798 1.189
C 1.367 -0.057 0.495
Sb 0.547 0.464 -1.425
C 1.218 -0.408 -0.396
C -0.835 1.099 -0.854
C 1.383 -0.939 -0.743
C -0.966 0.143 0.381
C 1.099 0.597 -1.837
C 1.164 -1.013 0.010
H -0.517 -0.473 -0.153
H 0.494 0.662 -0.008
H -0.124 -0.066 0.127
H 0.179 -0.603 -0.694
H -0.601 0.370 -0.529
H -0.022 -0.185 -0.136
H -0.655 -0.202 0.115
H -0.719 -0.164 0.787
H -0.655 -0.154 -0.136
H -0.052 -0.669 0.734
H 0.925 0.288 0.312
H -0.888 0.140 0.038
H -0.418 1.200 0.064
H -0.439 -0.332 0.173
H -0.533 -0.270 0.776
H 0.241 -0.267 0.541
H -0.567 -0.068 0.483
H -0.198 0.282 0.274
H -0.281 -0.035 -0.325
H 0.398 0.286 -0.595
H -0.338 0.657 1.164
S -0.156 0.234 0.382
C -1.244 -1.013 -0.706
N -0.467 -0.477 0.477
C -0.533 -1.538 -0.635
C 1.466 2.200 0.755
N 1.993 -0.395 0.829
H -0.485 0.153 -0.432
H 0.245 0.588 -0.253
H -0.125 0.468 0.897
H -0.065 -0.631 -0.928
H 0.253 -0.747 0.083
H -0.987 1.404 -0.119


Record 3
Below is a molecular structure, C33H38BrN4Pt, with properties calculated with the ωB97M-V functional and the def2-TZVPD basis.

Calculated values
multiplicity	1
charge	+3
electronic energy	-114058.124	eV
lowest unoccupied orbital energy (spin up / spin down)	-11.89 / -11.89	eV

Each line ends with the Mulliken charge.
Positions of all 77 atoms, in Å:
Pt: -0.0576 0.2385 0.2758  1.793
C: -2.9755 -0.2248 1.0666  -0.555
C: -2.9730 -1.6450 1.6354  0.314
C: -1.8571 -1.9074 2.6550  -1.436
C: -2.9851 -2.6786 0.5312  0.712
C: -4.0034 -3.5906 0.5279  -1.013
C: -4.0711 -4.6204 -0.4268  -1.022
C: -3.1594 -4.6926 -1.4790  -0.630
C: -2.1052 -3.8204 -1.5632  0.089
C: -1.3462 -3.7229 -2.8595  1.094
C: -2.1279 -2.7544 -3.7777  -1.382
C: -1.1145 -5.0690 -3.5491  -1.815
C: -1.9173 -2.8585 -0.4562  0.109
N: -0.7673 -2.2112 -0.3086  0.211
C: 0.3969 -2.8269 -0.6182  -0.803
C: 1.5734 -2.1296 -0.6855  0.782
C: 2.8682 -2.6385 -1.0800  -1.800
C: 3.6879 -1.5717 -1.1303  -0.848
C: 2.9160 -0.3889 -0.7479  0.183
N: 1.6629 -0.7447 -0.4668  -0.180
C: 3.4558 1.0013 -0.6702  2.220
C: 2.5596 1.9678 -1.4655  -1.356
C: 3.4790 1.4152 0.8202  -1.595
C: 4.8812 1.0618 -1.2305  -2.173
H: -3.1878 0.5105 1.8424  0.495
H: -3.7112 -0.1117 0.2684  0.438
H: -1.9854 -0.0050 0.6164  -0.531
H: -3.9153 -1.7647 2.1731  0.759
H: -0.8695 -1.7410 2.2252  0.106
H: -1.9009 -2.9375 3.0102  0.449
H: -1.9758 -1.2539 3.5195  0.454
H: -4.7634 -3.5340 1.2956  0.511
H: -4.8748 -5.3450 -0.3672  0.452
H: -3.3111 -5.4171 -2.2668  0.455
H: -0.3757 -3.2584 -2.7003  0.232
H: -3.1499 -3.1035 -3.9274  0.352
H: -1.6357 -2.7064 -4.7479  0.450
H: -2.1658 -1.7472 -3.3572  0.316
H: -2.0264 -5.4524 -4.0076  0.388
H: -0.7340 -5.8249 -2.8612  0.424
H: -0.3939 -4.9390 -4.3549  0.454
H: 0.4319 -3.9009 -0.7676  0.760
H: 3.1046 -3.6672 -1.3057  0.577
H: 4.7271 -1.5630 -1.4145  0.669
H: 1.5204 1.9087 -1.1350  0.030
H: 2.5983 1.7457 -2.5326  0.439
H: 2.9080 2.9880 -1.3112  0.437
H: 2.4683 1.4934 1.2225  0.124
H: 3.9610 2.3896 0.8965  0.598
H: 4.0498 0.7081 1.4236  0.376
H: 4.9275 0.6941 -2.2565  0.510
H: 5.5790 0.4901 -0.6172  0.457
H: 5.2206 2.0962 -1.2347  0.427
Br: 2.5290 -2.4138 6.6866  -0.066
C: 1.8217 -1.3123 5.3459  -0.099
C: 2.1968 -1.5129 4.0193  -1.109
C: 1.6457 -0.7226 3.0335  0.480
C: 0.7375 0.2884 3.3571  -0.345
C: 0.3695 0.4817 4.6922  -0.771
C: 0.9146 -0.3098 5.6812  -0.803
N: 0.1739 1.0531 2.3218  0.420
C: -0.2717 2.2439 2.4540  -0.391
C: -0.9201 2.8847 1.3336  0.522
C: -1.5303 4.1243 1.4067  -0.977
C: -2.1368 4.6408 0.2673  -0.458
C: -2.1004 3.9084 -0.9095  -0.799
C: -1.4709 2.6714 -0.9093  -0.002
N: -0.9078 2.1796 0.1891  0.115
H: 2.9110 -2.2867 3.7753  0.516
H: 1.9272 -0.8670 1.9979  0.474
H: -0.3530 1.2426 4.9605  0.527
H: 0.6374 -0.1564 6.7149  0.477
H: -0.1499 2.8037 3.3778  0.739
H: -1.5362 4.6730 2.3391  0.555
H: -2.6318 5.6022 0.2995  0.487
H: -2.5480 4.2798 -1.8203  0.468
H: -1.4142 2.0699 -1.8087  0.535

Cartesian forces, eV/Å:
Pt 1.670 3.899 1.494
C 0.080 -0.216 -0.275
C 0.116 0.074 -0.036
C -0.022 -0.031 -0.070
C -0.440 0.318 0.262
C 0.082 -0.037 0.076
C 0.090 0.135 0.034
C 0.148 -0.071 -0.147
C -0.259 -0.367 -0.119
C 0.145 0.123 -0.058
C -0.079 -0.024 0.094
C -0.104 -0.043 0.018
C 0.898 0.352 -0.587
N -1.330 -1.044 0.893
C 0.977 0.202 -0.571
C -0.498 -0.265 0.077
C 0.131 0.019 0.159
C -0.013 -0.070 -0.190
C -0.234 -0.038 0.034
N -0.162 -0.733 0.013
C 0.090 0.196 0.174
C -0.065 -0.172 -0.020
C -0.039 -0.036 -0.108
C -0.033 -0.067 0.021
H 0.068 -0.003 0.030
H -0.093 0.030 0.088
H -0.901 -0.113 0.290
H -0.034 -0.111 -0.087
H 0.009 0.003 0.022
H 0.013 0.015 0.050
H -0.013 0.022 -0.015
H 0.001 -0.036 0.003
H -0.036 0.021 -0.022
H -0.042 -0.034 0.041
H 0.003 0.022 0.050
H 0.009 -0.007 -0.039
H 0.021 0.007 0.008
H -0.025 0.005 -0.024
H -0.007 -0.002 0.020
H 0.039 0.002 -0.021
H 0.013 0.007 0.014
H -0.069 0.008 -0.033
H -0.035 -0.005 -0.008
H 0.013 0.021 0.034
H 0.003 0.047 0.016
H -0.003 0.039 -0.009
H 0.043 -0.002 -0.022
H 0.054 0.024 0.012
H -0.005 0.009 0.010
H 0.005 0.017 0.016
H 0.014 0.033 -0.011
H 0.017 0.008 -0.014
H 0.000 0.007 0.009
Br -0.061 0.129 -0.130
C 0.113 -0.140 0.113
C -0.054 -0.011 0.110
C -0.020 0.171 -0.190
C 0.228 -0.505 0.281
C -0.156 0.159 -0.149
C 0.052 0.017 0.016
N -0.046 -0.713 -1.808
C -0.051 0.313 0.054
C -0.090 0.253 0.214
C 0.067 0.038 -0.044
C -0.038 -0.016 -0.068
C 0.113 0.033 0.110
C -0.064 0.045 -0.143
N -0.226 -1.587 -0.149
H -0.004 -0.001 -0.015
H 0.028 -0.032 0.082
H -0.033 -0.047 0.034
H -0.021 -0.009 -0.005
H 0.026 -0.175 0.075
H 0.025 -0.004 0.002
H 0.013 0.004 0.005
H 0.003 -0.003 -0.006
H -0.021 -0.060 0.036